No. 1
Formula: C25H22NO4SZr
Source: the Open Molecules 2025 dataset
Level of theory: the ωB97M-V functional and the def2-TZVPD basis

Element x y z (Å)
C (1.0774, -1.8929, 1.4650)
C (-0.1778, -2.3894, 0.9678)
C (-0.2821, -2.0427, -0.4216)
H (-0.9116, -2.9682, 1.5311)
C (0.9400, -1.3704, -0.7847)
C (1.7709, -1.2721, 0.3796)
H (2.7949, -0.9015, 0.4001)
H (1.4814, -2.0318, 2.4680)
H (-1.0784, -2.3466, -1.1035)
H (1.2192, -1.0665, -1.7874)
C (-0.4051, 2.2711, -0.1021)
C (-0.1491, 2.3525, 1.3103)
C (1.1554, 1.7950, 1.5618)
H (-0.8050, 2.8030, 2.0518)
C (1.7604, 1.5225, 0.2932)
C (0.7955, 1.7783, -0.7260)
H (0.9698, 1.7386, -1.7995)
H (-1.2979, 2.6150, -0.6235)
H (1.6093, 1.6476, 2.5428)
H (2.8112, 1.2871, 0.1244)
Zr (-0.2350, 0.0487, 0.7542)
O (0.1843, 0.1015, -3.1299)
C (-0.9903, -0.4457, -3.7006)
C (0.2643, -0.7090, -4.4960)
H (-1.3993, -1.3288, -3.1993)
H (-1.6693, 0.3214, -4.0798)
H (0.7563, -1.6863, -4.3704)
H (1.4010, -1.7243, -6.6749)
C (1.0842, -0.6980, -6.8335)
C (0.5041, -0.0064, -5.7472)
C (0.0699, 1.3182, -5.9192)
H (-0.3533, 1.8552, -5.0743)
C (0.1768, 1.9300, -7.1639)
H (-0.2015, 2.9403, -7.2972)
C (0.7428, 1.2344, -8.2453)
H (0.8199, 1.7233, -9.2248)
C (1.2129, -0.0792, -8.0765)
H (1.6467, -0.6254, -8.9198)
O (1.1368, 1.9730, 6.0085)
S (1.0370, 0.5775, 5.6596)
O (2.0773, -0.3184, 6.1003)
N (0.6664, 0.3747, 4.0282)
C (-0.5750, -0.0175, 3.8041)
O (-1.0829, -0.1133, 2.6006)
C (-1.3235, -0.3531, 5.0133)
C (-2.5922, -0.9311, 5.1669)
C (-3.0035, -1.2473, 6.4660)
C (-2.1906, -0.9802, 7.5767)
C (-0.9361, -0.3776, 7.4116)
C (-0.5326, -0.0844, 6.1160)
H (-3.1999, -1.1018, 4.2753)
H (-3.9763, -1.7103, 6.6128)
H (-2.5255, -1.2454, 8.5734)
H (-0.2721, -0.1430, 8.2375)

Properties
Relative energy (zero: lowest compared OMol25 entry of this formula, charge and spin)   0.0 kJ/mol
Orbital gap   6.6 eV
Net charge   +1
E_LUMO   -4.844 eV
Largest force on an atom   0.0543 hartree/bohr

---

No. 2
Formula: C45H36AsCoGeN3O3S2
Source: the Open Molecules 2025 dataset
Level of theory: the ωB97M-V functional and the def2-TZVPD basis

Element x y z (Å)
Co (0.4349, -1.2613, -1.7654)
C (4.7831, -1.3289, 2.2421)
C (4.5312, -2.1042, 1.1177)
C (3.7818, -1.5856, 0.0703)
C (3.2939, -0.2818, 0.1242)
C (3.5534, 0.4908, 1.2505)
C (4.2876, -0.0343, 2.3077)
As (2.2749, 0.3602, -1.4270)
C (1.8828, 2.1509, -0.8114)
C (0.8310, 2.5205, 0.0086)
C (0.7062, 3.8468, 0.3962)
C (1.6189, 4.7947, -0.0567)
C (2.6606, 4.4261, -0.8942)
C (2.8020, 3.0938, -1.2730)
C (3.8691, 2.5505, -2.1427)
C (4.8901, 3.2831, -2.7390)
C (5.8292, 2.6392, -3.5320)
C (5.7559, 1.2669, -3.7393)
C (4.7350, 0.5308, -3.1501)
C (3.8019, 1.1698, -2.3511)
H (5.3615, -1.7327, 3.0646)
H (4.9132, -3.1175, 1.0589)
H (3.5700, -2.1986, -0.8006)
H (3.1717, 1.5025, 1.3137)
H (4.4743, 0.5741, 3.1845)
H (0.1180, 1.7679, 0.3245)
H (-0.1063, 4.1390, 1.0505)
H (1.5142, 5.8307, 0.2427)
H (3.3616, 5.1742, -1.2453)
H (4.9561, 4.3543, -2.5904)
H (6.6226, 3.2127, -3.9956)
H (6.4904, 0.7739, -4.3642)
H (4.6681, -0.5385, -3.3168)
C (-0.2698, -0.7142, -0.1483)
Ge (-1.2170, -0.7116, 1.4690)
C (-3.0925, -1.2776, 1.2378)
C (-4.0039, -1.2896, 2.2952)
C (-5.3208, -1.6833, 2.0982)
C (-5.7483, -2.0698, 0.8332)
C (-4.8570, -2.0555, -0.2302)
C (-3.5390, -1.6599, -0.0276)
C (-1.3863, 0.9770, 2.4910)
C (-2.1546, 2.0177, 1.9655)
C (-2.3178, 3.2114, 2.6536)
C (-1.7056, 3.3904, 3.8884)
C (-0.9366, 2.3687, 4.4252)
C (-0.7828, 1.1731, 3.7313)
C (-0.4008, -2.0122, 2.7316)
C (-1.0979, -3.0833, 3.2913)
C (-0.4467, -4.0567, 4.0461)
C (0.9194, -3.9649, 4.2657)
C (1.6316, -2.9007, 3.7230)
C (0.9794, -1.9442, 2.9570)
H (-3.6851, -0.9726, 3.2841)
H (-6.0169, -1.6861, 2.9293)
H (-6.7763, -2.3762, 0.6796)
H (-5.1813, -2.3464, -1.2223)
H (-2.8479, -1.6458, -0.8664)
H (-2.6351, 1.8913, 0.9995)
H (-2.9213, 4.0044, 2.2269)
H (-1.8274, 4.3222, 4.4274)
H (-0.4562, 2.5016, 5.3877)
H (-0.1819, 0.3816, 4.1665)
H (-2.1665, -3.1711, 3.1251)
H (-1.0073, -4.8871, 4.4594)
H (1.4290, -4.7202, 4.8517)
H (2.7004, -2.8223, 3.8811)
H (1.5581, -1.1445, 2.5014)
N (0.7854, -4.0705, 0.4384)
C (0.2264, -3.8234, -0.7597)
N (-1.1026, -3.9202, -0.8658)
S (1.2314, -3.5173, -2.1247)
H (0.2196, -3.9989, 1.2736)
H (1.7425, -3.7788, 0.5418)
H (-1.6575, -3.8319, -0.0257)
H (-1.5372, -3.5550, -1.7111)
O (-0.3038, 1.6653, -3.0072)
C (-1.0511, 0.7745, -3.3769)
N (-0.6574, -0.5342, -3.4345)
S (-1.5087, -1.7448, -4.0782)
O (-2.3260, -2.3813, -3.0276)
O (-2.6163, -0.9259, -5.0500)
C (-3.1942, 0.2069, -4.5497)
C (-4.5125, 0.4859, -4.8881)
C (-5.0901, 1.6618, -4.4430)
C (-4.3638, 2.5557, -3.6605)
C (-3.0518, 2.2654, -3.3315)
C (-2.4562, 1.0879, -3.7698)
H (-5.0589, -0.2235, -5.4955)
H (-6.1179, 1.8821, -4.7046)
H (-4.8238, 3.4706, -3.3103)
H (-2.4521, 2.9359, -2.7292)

Properties
Relative energy (zero: lowest compared OMol25 entry of this formula, charge and spin)   2.4 kJ/mol
Orbital gap (spin up / spin down)   6.2 / 6.8 eV
Net charge   -1
E_LUMO (spin up / spin down)   2.541 / 2.538 eV
2S+1   5
Largest force on an atom   0.0061 hartree/bohr